A molecular structure, C34H26Cl2N4O5S4Zr. Source: the OMol25 dataset; level of theory: wB97M-V/def2-TZVPD.

```
76
Properties=species:S:1:pos:R:3
Zr 0.1896 -0.0198 0.0671
O 5.0030 -1.8103 4.5241
C 4.0964 -1.4727 3.8147
S 3.9128 0.1618 3.1526
C 2.4124 -0.1183 2.2839
C 1.9057 -1.3683 2.3381
S 0.4563 -2.0069 1.5766
S 2.7740 -2.5410 3.3127
S 1.7870 1.3269 1.4573
C -2.7525 5.0091 -5.7304
O -2.0331 3.9281 -5.1616
C -1.4301 3.0540 -6.0113
C -1.3959 3.1823 -7.3882
C -0.7587 2.2137 -8.1593
C -0.1796 1.1158 -7.5560
C -0.2247 0.9751 -6.1722
C -0.8252 1.9483 -5.3885
N -0.9492 1.8852 -3.9888
C -0.1666 1.2396 -3.0821
N 1.0423 0.8111 -3.4653
C 1.9600 -0.0027 -2.7508
C 1.7325 -0.6019 -1.5077
C 2.7819 -1.4181 -1.0329
C 3.9649 -1.6022 -1.7173
C 4.1668 -0.9802 -2.9449
C 3.1618 -0.1925 -3.4615
O 3.2287 0.4460 -4.6759
C 4.4513 0.3804 -5.3860
N -0.5593 1.0862 -1.8467
C -1.8891 1.3531 -1.4127
C -1.7974 2.4107 -0.4350
C -2.8131 3.1174 0.1847
C -4.1957 2.9168 0.2879
C -3.7140 0.4896 -0.5384
C -3.0962 0.9180 -1.8838
O -3.3333 -0.1058 -2.8071
C -2.3134 -0.9441 -3.3341
H -3.1868 5.5520 -4.8964
H -3.5478 4.6485 -6.3867
H -2.0889 5.6724 -6.2894
H -1.8589 4.0314 -7.8690
H -0.7333 2.3238 -9.2349
H 0.2993 0.3508 -8.1516
H 0.1898 0.0875 -5.7145
H -1.7390 2.3799 -3.5977
H 1.3924 1.1442 -4.3510
H 2.6629 -1.9346 -0.0899
H 4.7415 -2.2327 -1.3038
H 5.0925 -1.1236 -3.4832
H 4.3224 0.9998 -6.2694
H 4.6757 -0.6446 -5.6904
H 5.2758 0.7698 -4.7847
H -0.7907 2.7938 -0.2939
H -2.4839 4.0115 0.7101
H -6.1995 2.5030 0.5381
H -5.5521 1.6312 -1.2303
H -2.8080 -1.8761 -3.6030
H -1.5390 -1.1644 -2.6041
H -1.8709 -0.5206 -4.2387
Cl -5.0521 1.6008 -0.0272
C -6.2055 0.6348 0.5676
C -6.0679 -0.3051 1.6351
C -5.1003 -0.5578 2.5272
Cl -5.3906 -1.8719 3.6180
C -3.7980 0.0743 2.7491
C -3.4727 0.5311 4.0237
C -2.2019 0.9917 4.2790
C -1.2682 0.9277 3.2617
N -1.5629 0.5016 2.0403
C -2.8121 0.1069 1.7645
C -2.9332 -0.2280 0.3160
O -1.7624 -0.4510 -0.2528
H -6.9218 -0.9709 1.6848
H -4.2182 0.5033 4.8078
H -1.9205 1.3557 5.2565
H -0.2361 1.2221 3.4182
```

For the HOMO-LUMO gap (alpha / beta), the calculation gives 5.76 / 5.76 eV. The energy relative to the best compared isomer or geometry (same formula, charge and spin) comes out at 517.54 kcal/mol. As for the strongest force on any atom: 3.7 eV Å⁻¹.

---

A molecular structure, C34H26F5IrN4O2S. Source: the OMol25 dataset; level of theory: wB97M-V/def2-TZVPD.

```
73
Properties=species:S:1:pos:R:3
Ir 0.4961 -0.1178 -0.4247
C 2.0464 1.3677 2.4689
C 1.6153 2.6743 1.8556
C 1.2834 3.7434 2.6814
C 0.8681 4.9557 2.1526
C 0.7796 5.0969 0.7772
C 1.0961 4.0453 -0.0760
C 0.9061 4.2101 -1.5612
C 1.5271 2.8283 0.4701
N 1.7775 1.7164 -0.3861
C 2.7457 1.8379 -1.3280
O 3.6506 2.6574 -1.3818
C 2.6042 0.8407 -2.4466
C 3.4533 0.7706 -3.5309
C 3.1444 -0.1287 -4.5442
C 1.9969 -0.9110 -4.4627
C 1.2066 -0.7850 -3.3411
N 1.5343 0.0657 -2.3783
C -0.0833 -1.5402 -3.1076
O -0.5308 -2.2755 -3.9763
N -0.6057 -1.2614 -1.8975
C -1.8483 -1.8109 -1.4627
C -1.8975 -3.0395 -0.7928
C -0.7005 -3.9549 -0.7591
C -3.1059 -3.4358 -0.2173
C -4.2458 -2.6564 -0.3371
C -4.1992 -1.4854 -1.0802
C -3.0114 -1.0586 -1.6651
C -2.9713 0.1619 -2.5454
H 2.2717 1.4972 3.5295
H 2.9260 0.9582 1.9675
H 1.2565 0.6150 2.3915
H 1.3677 3.6223 3.7573
H 0.6286 5.7868 2.8065
H 0.4511 6.0393 0.3493
H 0.2663 5.0668 -1.7711
H 0.4410 3.3213 -1.9963
H 1.8613 4.3589 -2.0681
H 4.3184 1.4182 -3.5576
H 3.7916 -0.2101 -5.4078
H 1.6974 -1.6047 -5.2370
H 0.2022 -3.4356 -0.4504
H -0.5114 -4.3572 -1.7582
H -0.8693 -4.7915 -0.0791
H -3.1523 -4.3852 0.3060
H -5.1772 -2.9779 0.1178
H -5.1014 -0.8983 -1.2248
H -3.9653 0.6030 -2.6406
H -2.6175 -0.1097 -3.5435
H -2.2917 0.9203 -2.1531
F -0.2448 -1.6942 2.3452
C 1.0095 -2.0170 1.9639
C 1.5279 -1.4923 0.8044
C 2.8212 -1.8626 0.4967
F 3.4237 -1.4090 -0.6145
C 3.5643 -2.7118 1.2904
F 4.8100 -3.0476 0.9629
C 3.0005 -3.2180 2.4457
F 3.6959 -4.0367 3.2233
C 1.7089 -2.8678 2.7891
F 1.1627 -3.3540 3.9055
S -1.3012 1.5280 0.1802
C -2.1356 0.7821 1.4646
N -2.4809 1.5576 2.5179
C -3.1752 1.1250 3.5988
C -3.5592 -0.1728 3.6801
C -3.2144 -1.0350 2.6207
C -2.5193 -0.5747 1.5378
H -2.1553 2.5163 2.4776
H -3.3797 1.8611 4.3620
H -4.1066 -0.5245 4.5425
H -3.5136 -2.0772 2.6564
H -2.2647 -1.2229 0.7077
```

The spin multiplicity is 5. For the HOMO-LUMO gap (alpha / beta), the calculation gives 6.43 / 6.27 eV. The energy relative to the best compared isomer or geometry (same formula, charge and spin) comes out at 0.00 kcal/mol. As for the strongest force on any atom: 0.5 eV Å⁻¹.

---

A molecular structure, C34H26IrNO9PS. Source: the OMol25 dataset; level of theory: wB97M-V/def2-TZVPD.

```
73
Properties=species:S:1:pos:R:3
Ir -0.9744 -0.5869 -0.9702
O -4.8843 -0.7127 0.4301
C -3.8624 -0.3540 -0.1348
O -2.8039 -1.0998 -0.1993
C -3.7790 1.0742 -0.6742
C -2.6785 1.8582 0.0564
C -2.8927 3.3634 -0.0964
C -2.4863 3.5855 -1.5748
C -2.1167 2.1701 -2.0109
O -1.5234 1.6392 -0.7907
C -3.3616 1.2916 -2.1662
C -3.0564 0.0446 -3.0208
O -3.8714 -0.2747 -3.8721
O -1.9265 -0.5493 -2.8233
H -4.7558 1.5136 -0.4828
H -2.4550 1.5158 1.0639
H -3.9236 3.6440 0.1179
H -2.2382 3.9113 0.5814
H -3.2920 3.9926 -2.1852
H -1.6202 4.2410 -1.6550
H -1.4016 2.0953 -2.8226
H -4.1529 1.8212 -2.6934
O -0.7530 -3.1805 -2.1563
C -0.6602 -2.5541 -1.1339
C -0.3834 -3.3167 0.1628
C -0.4548 -4.7023 0.2043
C -0.1940 -5.3679 1.3913
C 0.1419 -4.6587 2.5413
C 0.2140 -3.2752 2.5045
C -0.0413 -2.6116 1.3101
P -0.0664 -0.8299 1.0486
C 1.5972 -0.1435 1.2810
C 1.7788 1.1876 0.9034
C 3.0346 1.7646 0.9645
C 4.1213 1.0032 1.3774
C 3.9530 -0.3283 1.7311
C 2.6946 -0.9036 1.6841
C -1.0138 -0.1803 2.4678
C -2.2851 -0.7125 2.7006
C -3.0977 -0.1729 3.6846
C -2.6508 0.8949 4.4531
C -1.3831 1.4144 4.2408
C -0.5672 0.8805 3.2510
H -0.7179 -5.2325 -0.7018
H -0.2576 -6.4487 1.4290
H 0.3363 -5.1865 3.4668
H 0.4538 -2.7142 3.4012
H 0.9446 1.7634 0.5185
H 3.1640 2.7951 0.6595
H 5.0955 1.4688 1.4705
H 4.8047 -0.9220 2.0385
H 2.5706 -1.9529 1.9183
H -2.6544 -1.5230 2.0861
H -4.0905 -0.5783 3.8298
H -3.2911 1.3208 5.2158
H -1.0245 2.2409 4.8419
H 0.4179 1.2988 3.0910
O 1.9854 -2.0675 -1.0737
C 1.9755 -1.0056 -1.6686
N 0.8945 -0.1890 -1.8276
S 1.2538 1.1822 -2.6808
O 0.6243 1.2044 -3.9706
O 1.0958 2.3625 -1.8684
C 2.9717 0.8154 -2.8516
C 3.9794 1.6020 -3.3748
C 5.2663 1.0832 -3.3343
C 5.5201 -0.1681 -2.7657
C 4.4875 -0.9317 -2.2290
C 3.2079 -0.4134 -2.2724
H 3.7755 2.5778 -3.7942
H 6.0876 1.6625 -3.7374
H 6.5356 -0.5425 -2.7402
H 4.6599 -1.8937 -1.7644
```

For the HOMO-LUMO gap, the calculation gives 7.98 eV. The energy relative to the best compared isomer or geometry (same formula, charge and spin) comes out at 0.00 kcal/mol. The total charge is -1. As for the strongest force on any atom: 0.3 eV Å⁻¹.